1.
32
Properties=species:S:1:pos:R:3 method="wB97M-V/def2-TZVPD" s_squared=3.760 total_charge=+2 multiplicity=4 homo_energy_ev="-18.142 / -18.027" lumo_ev="-6.53 / -12.67"
Pd 0.422 0.033 0.011
F 2.171 0.323 -1.174
O 0.378 -2.198 -0.091
O -1.297 -0.408 1.395
O 0.050 2.250 0.791
O 1.480 -0.274 1.948
O -0.841 0.115 -1.794
C -0.358 0.537 -3.068
C -0.824 3.057 0.044
C -2.554 -0.996 1.112
C 0.712 -2.794 -1.234
C 2.717 0.466 2.159
H 0.262 -3.787 -1.236
H -2.643 -1.975 1.583
H -1.154 0.241 -3.752
H 0.643 -2.772 0.631
H -0.133 1.601 -3.143
H 2.726 0.642 3.235
H 2.787 1.395 1.595
H 0.469 -0.050 -3.465
H -0.198 3.883 -0.293
H 0.447 2.824 1.450
H -1.165 -0.423 2.345
H 1.782 -2.993 -1.299
H 1.124 -0.551 2.796
H 3.467 -0.214 1.755
H -2.762 -1.061 0.044
H -3.311 -0.394 1.616
H 0.320 -2.347 -2.147
H -1.508 2.580 -0.658
H -1.745 -0.138 -1.995
H -1.466 3.430 0.841



2.
40
Properties=species:S:1:pos:R:3 method="wB97M-V/def2-TZVPD" total_charge=0 multiplicity=1 de_lowest_kcal_mol=10.62 smiles="NC(N)=O.NC(N)=O.NC(N)=O.NC(N)=O.NC(N)=O" homo_energy_ev=-9.221 lumo_ev=0.19
O -14.439 7.699 -17.030
O -18.630 9.017 -15.400
O -16.371 4.378 -18.103
O -17.761 7.922 -20.931
O -20.852 4.590 -17.679
N -13.460 9.618 -16.420
N -16.233 6.239 -20.777
N -19.138 4.043 -16.296
N -17.836 6.919 -15.836
N -21.069 4.958 -15.429
N -15.167 2.624 -17.265
N -14.573 4.800 -16.818
N -17.911 6.439 -19.209
N -14.694 8.434 -14.873
N -17.200 8.708 -17.132
C -20.411 4.531 -16.552
C -17.312 6.964 -20.323
C -15.453 3.945 -17.402
C -17.938 8.276 -16.075
C -14.247 8.543 -16.166
H -14.580 2.348 -16.499
H -18.266 6.606 -14.988
H -13.663 4.524 -16.499
H -15.788 6.589 -21.602
H -14.754 5.795 -16.880
H -15.459 7.823 -14.642
H -13.237 10.287 -15.710
H -18.641 3.694 -17.096
H -15.815 1.956 -17.643
H -18.665 4.350 -15.466
H -14.076 8.623 -14.103
H -21.942 5.445 -15.523
H -17.049 9.692 -17.256
H -20.538 5.209 -14.613
H -16.056 5.360 -20.325
H -17.445 5.707 -18.692
H -18.758 6.926 -18.975
H -16.736 8.125 -17.806
H -17.600 6.306 -16.598
H -13.091 9.610 -17.354



3.
45
Properties=species:S:1:pos:R:3 method="wB97M-V/def2-TZVPD" s_squared=3.753 total_charge=+1 multiplicity=4 de_lowest_kcal_mol=59.58 homo_energy_ev="-9.632 / -10.302" lumo_ev="-2.55 / -2.55"
V 19.545 2.420 -7.683
O 22.105 4.327 -10.656
O 18.811 0.958 -9.116
O 20.792 3.003 -9.482
O 20.235 4.201 -6.715
O 18.071 3.705 -8.508
O 21.081 1.178 -6.765
O 22.597 3.924 -8.651
O 18.289 1.877 -6.081
N 17.606 0.668 -10.936
N 17.437 -0.686 -9.390
N 21.528 -1.044 -6.927
N 21.500 5.986 -6.503
N 21.791 3.737 -9.617
N 19.694 5.986 -5.468
N 18.551 5.084 -10.108
N 21.628 -0.029 -4.943
N 18.196 0.028 -4.841
N 18.625 1.980 -3.830
N 16.566 4.116 -9.965
C 17.784 4.235 -9.547
C 17.936 0.414 -9.744
C 21.348 0.058 -6.284
C 18.293 1.328 -4.968
C 20.380 5.307 -6.354
H 17.901 -0.558 -5.609
H 18.548 1.543 -2.922
H 17.118 -0.114 -11.348
H 21.271 -0.985 -7.902
H 21.679 -1.892 -6.400
H 18.280 -0.319 -3.896
H 16.761 -1.169 -9.964
H 18.835 5.635 -5.070
H 19.491 5.313 -9.820
H 18.059 5.567 -10.847
H 16.043 3.379 -9.514
H 21.299 0.630 -4.252
H 18.122 1.404 -11.395
H 16.214 4.385 -10.873
H 21.969 -0.907 -4.577
H 22.120 5.470 -7.110
H 19.896 6.941 -5.207
H 21.436 6.985 -6.363
H 17.864 -1.096 -8.572
H 18.778 2.955 -4.042



4.
30
Properties=species:S:1:pos:R:3 method="wB97M-V/def2-TZVPD" total_charge=+1 multiplicity=1 de_lowest_kcal_mol=41.68 homo_energy_ev=-12.029 lumo_ev=-2.73
O -2.954 -1.765 1.077
O -2.117 0.342 -2.166
N -0.469 2.610 1.102
N -0.524 -1.579 -0.864
N 1.860 -0.574 -0.040
C 0.735 0.547 1.774
C 0.668 -2.030 -1.611
C 1.712 0.824 0.566
C 0.179 1.940 2.239
C 1.560 -0.720 -1.541
H 1.306 0.044 2.569
H -0.526 1.766 3.092
H -3.372 -2.432 0.543
H -0.677 3.586 1.206
H 0.935 0.114 -1.794
H 0.081 2.534 0.275
H -0.947 -0.752 -1.382
H -2.932 0.731 -1.806
H 1.372 1.482 -0.205
H 2.836 -0.882 0.114
H -0.138 -1.318 0.074
H 2.428 -0.713 -2.224
H -0.137 0.074 1.284
H -1.949 0.741 -3.027
H 1.287 -2.790 -1.075
H 0.646 -2.260 -2.668
H 2.730 1.270 0.784
H 0.978 2.574 2.667
H -3.297 -1.127 1.701
H -1.274 -2.238 -0.664



5.
38
Properties=species:S:1:pos:R:3 method="wB97M-V/def2-TZVPD" total_charge=0 multiplicity=1 de_lowest_kcal_mol=201.11 homo_energy_ev=-7.909 lumo_ev=-0.35
O -16.122 16.809 -1.790
O -12.258 17.670 -7.412
O -12.274 12.044 -4.424
O -13.938 14.454 -3.764
O -12.293 17.019 -1.328
N -13.984 16.054 -2.371
N -15.898 17.345 -3.897
N -13.968 11.980 -5.915
N -11.961 15.566 -2.879
N -14.411 12.338 -3.871
N -16.977 18.716 -2.525
N -13.291 15.669 -7.173
N -11.807 16.257 -5.703
C -12.730 16.260 -2.124
C -13.458 12.061 -4.706
C -16.379 17.539 -2.676
C -14.229 15.131 -4.981
C -12.397 16.591 -6.830
H -13.984 12.404 -2.958
H -14.670 16.729 -2.066
H -14.216 15.343 -3.049
H -15.820 18.123 -4.536
H -12.450 14.823 -3.359
H -11.702 15.268 -5.525
H -13.840 14.581 -5.838
H -10.951 15.530 -2.859
H -13.408 11.900 -6.752
H -13.769 16.118 -4.935
H -11.218 16.939 -5.246
H -17.165 19.224 -3.378
H -14.917 12.322 -5.964
H -15.427 16.456 -3.984
H -15.298 15.318 -4.888
H -13.906 15.940 -7.927
H -15.377 12.052 -3.950
H -17.235 19.098 -1.626
H -14.511 13.692 -3.651
H -13.388 14.703 -6.893



6.
33
Properties=species:S:1:pos:R:3 method="wB97M-V/def2-TZVPD" total_charge=-1 multiplicity=1 de_lowest_kcal_mol=44.67 homo_energy_ev=-5.239 lumo_ev=3.25
O 2.117 -0.211 -1.126
O 0.852 -3.684 1.007
O 0.044 3.419 -0.891
O 0.721 -0.027 -4.296
O 1.509 -1.326 1.059
O -1.797 -2.812 0.790
O -2.556 -0.839 -0.989
N -1.720 2.070 -1.242
C 0.979 0.792 2.203
C -0.731 2.225 0.987
C 1.603 -0.657 2.293
C -0.310 0.769 1.360
C -0.759 2.619 -0.448
H 2.676 -0.453 2.576
H 1.413 -0.633 -4.035
H 1.073 -2.616 1.162
H 1.666 1.333 1.591
H -2.381 1.408 -0.877
H -0.186 2.890 1.652
H -0.109 0.214 0.452
H 0.435 0.353 -3.462
H -1.093 0.258 1.910
H 1.138 -3.934 0.137
H 1.541 0.520 -0.899
H -1.834 -1.048 -1.600
H -1.853 -2.375 1.643
H 0.895 1.246 3.184
H 1.019 -1.267 2.972
H -1.635 2.205 -2.222
H 1.964 -0.791 -0.264
H -0.811 -3.023 0.763
H -2.464 -1.582 -0.369
H -1.794 2.311 1.376



7.
33
Properties=species:S:1:pos:R:3 method="wB97M-V/def2-TZVPD" total_charge=-1 multiplicity=1 de_lowest_kcal_mol=61.70 homo_energy_ev=-5.556 lumo_ev=3.35
O 2.838 0.787 -1.939
O -1.712 2.640 -1.335
O -1.469 0.464 -3.240
O 0.681 1.900 -0.596
O 0.428 -1.365 4.010
O -0.396 1.193 1.626
O -2.977 -1.846 -1.972
N 0.314 -0.746 -0.451
C 1.067 -0.685 3.253
C -1.003 -0.072 1.421
C 1.300 -1.006 1.817
C 1.392 -1.563 -1.039
C 0.009 -1.085 0.906
H 0.649 0.237 -0.464
H -2.456 -1.632 -1.177
H 2.058 1.341 -1.720
H 0.020 1.502 0.755
H -1.891 0.042 0.807
H 2.180 -1.826 -0.332
H -0.968 0.064 -2.522
H 1.958 -0.297 1.371
H 1.557 0.218 3.643
H 1.805 -1.000 -1.869
H 1.789 -1.986 1.789
H 1.469 2.419 -0.320
H -1.819 1.260 -2.798
H -2.746 -1.043 -2.491
H -0.750 2.408 -1.129
H 2.669 0.355 -2.770
H -0.373 -2.106 0.970
H 0.975 -2.470 -1.444
H -1.995 3.088 -0.539
H -1.379 -0.351 2.399



8.
30
Properties=species:S:1:pos:R:3 method="wB97M-V/def2-TZVPD" total_charge=0 multiplicity=1 de_lowest_kcal_mol=47.44 smiles=CO.CO.CO.CO.CO homo_energy_ev=-9.956 lumo_ev=0.39
O 4.159 3.466 0.889
O -0.065 -0.077 0.595
O -2.828 0.964 0.760
O -1.749 -4.158 -0.080
O 0.470 2.197 -1.200
C 0.527 -1.358 0.438
C -3.230 0.329 -0.449
C 2.761 3.623 0.801
C 1.378 1.406 -1.967
C -1.502 -4.819 1.137
H 2.073 0.930 -1.274
H -3.201 1.002 -1.315
H 1.924 1.997 -2.704
H -1.132 -4.160 1.934
H 0.439 -1.693 -0.600
H 0.887 0.593 -2.516
H -0.756 -5.605 1.061
H -4.310 0.174 -0.336
H 1.604 -1.409 0.631
H -0.019 -1.999 1.121
H -2.429 -5.249 1.530
H -0.014 2.735 -1.836
H -2.713 -0.608 -0.640
H 2.247 2.671 0.660
H -2.254 -3.362 0.107
H 0.331 0.560 -0.018
H 2.455 4.330 0.030
H -1.859 0.948 0.724
H 4.432 2.559 0.772
H 2.372 4.014 1.748



9.
32
Properties=species:S:1:pos:R:3 method="wB97M-V/def2-TZVPD" total_charge=0 multiplicity=1 de_lowest_kcal_mol=27.19 smiles=CN1CCCC1.O.O.O.O.O homo_energy_ev=-9.116 lumo_ev=0.36
O -1.269 0.642 2.865
O 1.321 -3.306 1.787
O -0.759 3.151 1.546
O -0.195 -1.709 3.249
O 3.417 -1.576 1.834
N -0.929 1.258 -1.759
C -1.240 0.414 -2.927
C 0.242 -0.889 -1.419
C -0.527 -0.949 -2.774
C 0.224 2.162 -1.993
C -0.474 0.279 -0.747
H -1.208 3.746 0.955
H 0.817 1.834 -2.863
H -0.076 3.201 -2.110
H 0.236 -1.866 -0.935
H -0.570 -1.388 4.065
H -2.294 0.198 -3.038
H -0.954 0.898 -3.867
H -0.422 -1.106 2.546
H 1.299 -0.622 -1.518
H -1.581 1.202 2.145
H 0.194 -1.174 -3.561
H 0.082 0.760 0.052
H -0.067 2.877 0.927
H 3.331 -0.936 2.542
H 0.718 -3.451 1.085
H -1.239 -1.774 -2.703
H 0.911 -2.719 2.463
H 2.659 -2.186 1.966
H -1.389 -0.103 -0.266
H -1.196 1.196 3.647
H 0.938 1.939 -1.197



10.
33
Properties=species:S:1:pos:R:3 method="wB97M-V/def2-TZVPD" total_charge=0 multiplicity=1 de_lowest_kcal_mol=52.18 smiles="C=CC/C=C/N.O.O.O.O.O.O" homo_energy_ev=-8.054 lumo_ev=0.48
O 0.676 -1.010 -2.409
O -0.483 -3.620 0.719
O -0.049 3.010 -2.214
O 2.701 -2.240 1.379
O 2.794 -1.161 -0.760
O -1.537 0.820 -2.754
N 2.224 1.241 1.152
C -0.067 0.734 1.110
C -1.419 0.756 1.789
C 0.938 1.433 1.653
C -3.183 0.002 0.200
C -2.501 0.989 0.750
H -1.472 1.568 2.543
H -1.319 -4.099 0.669
H 0.515 2.457 -1.661
H -1.354 1.770 -2.889
H 0.007 -4.080 0.025
H 2.324 -2.281 2.270
H 0.031 -1.717 -2.292
H -4.094 0.118 -0.388
H -2.982 -1.058 0.240
H -0.044 0.116 0.223
H 0.115 -0.385 -2.902
H 2.841 2.034 1.249
H -0.076 3.790 -1.644
H 3.295 -1.979 -0.815
H 2.359 0.775 0.261
H 1.887 -1.464 -0.796
H 0.846 1.950 2.595
H -1.657 0.852 -1.792
H -2.667 2.051 0.600
H -1.623 -0.055 2.502
H 2.975 -1.316 1.386



11.
33
Properties=species:S:1:pos:R:3 method="wB97M-V/def2-TZVPD" total_charge=+2 multiplicity=1 de_lowest_kcal_mol=20.96 homo_energy_ev=-17.687 lumo_ev=-7.24
O -0.118 3.198 1.482
O -1.931 -2.748 -0.164
O 2.737 0.408 -2.609
O -3.309 -0.221 1.648
N 1.691 -1.123 -0.890
N -1.581 0.581 -0.195
C 0.934 -0.674 0.345
C -0.303 1.320 -0.513
C 1.714 -1.203 1.511
C 0.852 0.938 0.368
C -2.464 0.299 -1.071
H 2.642 -1.391 -0.600
H -0.058 -1.133 0.418
H -3.713 0.577 1.993
H -1.490 0.069 0.673
H -0.669 2.349 -0.531
H -3.612 -1.026 2.092
H 0.593 1.207 1.403
H 1.710 1.613 0.243
H 2.466 1.149 -3.177
H 1.363 -0.870 2.494
H 1.213 -1.843 -1.444
H 1.796 -0.304 -1.625
H -2.384 0.974 -1.935
H -3.244 -0.454 -0.925
H -0.375 3.852 2.143
H -0.014 1.089 -1.551
H -2.136 -3.367 -0.894
H 3.394 -0.080 -3.128
H 2.799 -0.922 1.477
H -1.070 -3.181 -0.032
H 0.843 3.201 1.455
H 1.725 -2.284 1.539



12.
35
Properties=species:S:1:pos:R:3 method="wB97M-V/def2-TZVPD" s_squared=0.750 total_charge=-1 multiplicity=2 de_lowest_kcal_mol=44.88 homo_energy_ev="0.452 / -6.263" lumo_ev="2.95 / 2.87"
O -2.306 -0.120 -1.611
O -2.881 2.461 -1.789
O -4.073 -0.166 0.954
O 0.415 -1.143 2.945
O 0.121 -1.080 -1.800
O -1.887 -1.848 1.822
N 1.218 1.508 0.881
N -0.174 3.204 -0.070
C 2.407 0.683 0.632
C 1.516 -1.307 -2.054
C 0.875 2.478 0.003
C 1.980 -0.778 0.450
C 2.461 -1.476 -0.860
H -2.266 -0.534 -2.474
H 2.723 -2.508 -0.576
H 2.225 -1.372 1.336
H -3.076 0.447 -1.506
H -0.828 3.177 0.706
H 2.960 1.172 -0.178
H 0.039 -0.381 -1.144
H 3.401 -1.029 -1.184
H -2.044 2.254 -2.220
H -3.322 -0.319 1.552
H -3.687 -0.557 0.156
H -1.156 -1.254 1.582
H -2.044 -2.405 1.048
H 0.386 -1.027 3.910
H 1.586 2.637 -0.810
H 0.110 -2.041 2.733
H 1.831 -0.455 -2.672
H 3.036 0.694 1.526
H 0.753 1.439 1.775
H 1.452 -2.229 -2.643
H 0.895 -0.844 0.476
H -2.645 2.720 -0.896



13.
35
Properties=species:S:1:pos:R:3 method="wB97M-V/def2-TZVPD" total_charge=-1 multiplicity=1 de_lowest_kcal_mol=20.61 homo_energy_ev=-5.337 lumo_ev=3.20
S -3.115 1.824 1.240
O -0.115 -1.481 -2.370
O 1.740 -0.090 0.760
O 0.924 1.568 -3.414
O 1.862 -0.254 -1.727
O -1.016 3.059 -2.236
O 2.511 2.325 0.022
N -1.227 -1.524 0.802
C -0.329 -0.963 1.833
C -0.652 0.533 1.881
C 1.193 -1.135 1.526
C -2.083 0.756 2.362
C -0.972 -2.902 0.343
H -3.023 1.074 0.132
H 1.712 -0.143 -0.289
H -1.121 -0.979 -0.053
H 0.463 0.867 -3.900
H 1.552 2.352 -0.026
H -0.268 1.013 0.991
H 0.060 0.926 2.618
H -0.997 -2.844 -0.738
H 1.562 -0.968 2.552
H 2.826 1.797 0.757
H 1.462 -2.087 1.065
H 0.878 -1.021 -2.169
H -2.100 1.432 3.201
H -0.547 -1.451 2.787
H -0.477 -0.926 -3.082
H -0.289 2.491 -2.610
H 0.023 -3.332 0.551
H -1.613 -3.630 0.854
H -2.569 -0.212 2.358
H 1.426 0.938 -2.820
H 2.758 -0.580 -1.542
H -0.439 3.570 -1.660



14.
35
Properties=species:S:1:pos:R:3 method="wB97M-V/def2-TZVPD" total_charge=+1 multiplicity=1 de_lowest_kcal_mol=31.92 homo_energy_ev=-13.580 lumo_ev=-2.58
O 1.366 -2.672 -0.440
O -0.580 2.671 2.403
O -0.147 -2.748 -2.797
O -0.299 -2.440 2.915
O 1.961 3.574 0.399
O -0.004 0.243 3.636
O 1.551 0.779 0.677
N -0.402 2.202 -0.408
C -0.487 -1.390 -3.066
C 1.276 0.455 -0.455
C -1.026 -0.260 -0.696
C -0.045 0.889 -1.043
C -1.454 -0.943 -1.985
H 0.709 -2.823 -1.158
H -0.778 2.295 0.592
H -2.173 -0.264 -2.485
H -1.296 3.171 2.827
H 0.058 1.091 -2.114
H -1.065 2.751 -0.990
H -0.779 -3.304 3.101
H 0.537 -0.993 -3.085
H -0.852 -1.171 -4.053
H 0.788 -0.051 4.091
H -0.554 -0.845 0.103
H 0.565 -2.895 2.896
H 1.787 4.072 1.206
H -0.724 -3.445 -3.142
H 2.005 -0.110 -1.065
H -1.985 0.163 -0.305
H 2.124 -3.102 -0.853
H -0.532 1.970 3.076
H 2.422 2.820 0.786
H -0.389 -0.607 3.336
H 0.514 2.715 -0.237
H -2.094 -1.797 -1.668



Number 1: DFT total energy -805.5819 Ha. Number 2: DFT total energy -1126.4843 Ha. Number 3: DFT total energy -2350.6619 Ha. Number 4: DFT total energy -516.9674 Ha. Number 5: DFT total energy -1016.5885 Ha. Number 6: DFT total energy -784.0229 Ha. Number 7: DFT total energy -783.9958 Ha. Number 8: DFT total energy -578.5911 Ha. Number 9: DFT total energy -634.0186 Ha. Number 10: DFT total energy -709.2286 Ha. Number 11: DFT total energy -613.5449 Ha. Number 12: DFT total energy -764.5922 Ha. Number 13: DFT total energy -1108.1031 Ha. Number 14: DFT total energy -784.8935 Ha.